The following is a quantum chemistry calculation of a 13-piece molecular cluster, C6H40N2O12 overall at a distorted geometry, from the OMol25 dataset.

ORCA input file:
```
! wB97M-V def2-TZVPD RIJCOSX def2/J DEFGRID3
* xyz 0 1
N -0.90 -1.20 -4.02
C 0.13 -0.78 -3.08
C 1.47 -0.30 -3.65
C -0.43 0.36 -2.24
N -1.61 -0.11 -1.51
C -1.91 2.27 -0.64
C -2.54 0.90 -0.98
C -3.26 0.31 0.24
H -1.10 -0.56 -4.77
H -0.75 -2.15 -4.33
H 0.23 -1.65 -2.42
H 1.39 -0.10 -4.73
H 1.78 0.64 -3.24
H 2.28 -1.02 -3.50
H -0.52 1.30 -2.82
H 0.22 0.77 -1.47
H -2.18 -0.72 -2.08
H -2.67 2.86 -0.13
H -1.55 2.68 -1.57
H -1.11 2.30 0.10
H -3.33 1.24 -1.66
H -2.86 -0.69 0.43
H -4.32 0.06 0.14
H -3.04 0.88 1.14
H 0.57 -2.21 4.15
H 0.14 -1.66 2.83
O 0.82 -1.55 3.51
H -0.62 -1.08 -0.26
H 0.45 -2.14 0.14
O -0.05 -1.38 0.49
H -1.89 -0.62 3.04
H -1.43 -1.53 1.98
O -2.04 -1.53 2.75
H 2.51 3.58 -0.17
H 1.28 2.84 0.28
O 1.59 3.72 0.06
H 0.91 1.79 3.35
H 0.25 0.62 3.87
O 0.01 1.42 3.37
H -3.42 1.42 3.09
H -2.37 1.70 4.15
O -2.85 0.99 3.73
H 0.77 1.32 1.69
H 0.93 -0.05 0.90
O 1.30 0.85 1.03
H 4.20 0.51 -1.53
H 3.36 1.73 -1.74
O 3.67 0.94 -2.19
H -1.60 -2.88 0.04
H -2.78 -2.60 -0.83
O -2.17 -3.31 -0.61
H 0.86 -4.56 -0.37
H 2.14 -3.70 -0.37
O 1.22 -3.71 -0.63
H 2.89 -0.72 1.89
H 3.35 -0.62 3.26
O 3.18 -0.04 2.51
H 4.00 2.10 1.80
H 3.30 1.31 0.67
O 4.09 1.80 0.89
*
```

The value obtained for the electronic energy is -34421.3721 eV. For the largest force on an atom, the calculation gives 1.74 eV/A. The energy relative to the best compared isomer or geometry (same formula, charge and spin) comes out at 46.2 kcal per mole. The orbital gap comes out at 9.012 eV.

The following is a quantum chemistry calculation of C27H48ClO2PW as an isolated structure at a distorted geometry, from the OMol25 dataset.

ORCA input file:
```
! wB97M-V def2-TZVPD RIJCOSX def2/J DEFGRID3
* xyz 0 3
W 0.36 -0.36 -0.15
Cl 1.47 -0.44 2.01
P 0.09 0.61 -2.36
C -1.73 0.61 0.14
H -2.76 0.13 -0.03
H -1.86 1.74 0.39
C 1.94 0.85 -2.52
C -0.74 2.26 -2.51
C 2.46 0.96 -3.98
H 2.10 1.83 -2.03
C 3.96 1.31 -3.94
H 2.33 0.00 -4.49
H 1.91 1.72 -4.55
C 4.76 0.28 -3.14
H 4.34 1.38 -4.97
H 4.08 2.30 -3.48
C 4.20 0.12 -1.72
H 4.71 -0.69 -3.65
H 5.82 0.56 -3.11
C 2.67 -0.22 -1.72
H 4.75 -0.66 -1.18
H 4.35 1.06 -1.17
H 2.56 -1.20 -2.20
H 2.34 -0.27 -0.63
C -0.60 -0.51 -3.66
C -2.26 2.11 -2.71
H -0.58 2.70 -1.51
C -2.94 3.48 -2.58
H -2.48 1.68 -3.69
H -2.68 1.42 -1.97
C -2.34 4.48 -3.57
H -4.02 3.38 -2.74
H -2.79 3.85 -1.56
C -0.82 4.60 -3.40
H -2.56 4.15 -4.60
H -2.81 5.46 -3.45
C -0.12 3.24 -3.52
H -0.40 5.30 -4.14
H -0.61 5.01 -2.41
H -0.23 2.86 -4.55
H 0.96 3.36 -3.33
C 0.11 -1.86 -3.74
H -1.63 -0.66 -3.29
C -0.65 -2.79 -4.70
H 1.14 -1.73 -4.08
H 0.16 -2.35 -2.76
C -0.79 -2.17 -6.08
H -0.13 -3.76 -4.76
H -1.65 -2.99 -4.29
C -1.43 -0.78 -6.00
H 0.21 -2.07 -6.54
H -1.37 -2.82 -6.74
C -0.66 0.15 -5.05
H -1.47 -0.31 -6.99
H -2.46 -0.88 -5.64
H 0.36 0.30 -5.42
H -1.15 1.13 -5.01
C 0.16 -2.35 -0.24
C -1.23 -1.92 -0.45
H 0.87 -2.35 -1.09
C -2.30 -2.43 0.49
H -1.57 -1.75 -1.48
C -1.75 -2.88 1.85
H -3.07 -1.67 0.62
H -2.83 -3.31 0.08
C -0.63 -3.88 1.72
H -1.35 -2.03 2.40
H -2.56 -3.23 2.51
C 0.54 -3.33 0.87
H -0.28 -4.20 2.70
H -1.05 -4.75 1.23
H 1.23 -2.81 1.53
H 1.09 -4.18 0.45
C -0.94 1.79 2.83
C -1.58 0.47 2.78
O -2.27 -0.08 3.66
O -1.55 -0.18 1.59
H -0.45 1.85 3.78
H -1.79 2.47 2.87
H -0.26 2.12 2.04
*
```

The value obtained for the electronic energy is -56506.4971 eV. For the largest force on an atom, the calculation gives 5.88 eV/A. The orbital gap (spin up / spin down) comes out at 6.497 / 7.205 eV.

The following is a quantum chemistry calculation of C18H12F3N6RuS4 as an isolated structure at a distorted geometry, from the OMol25 dataset.

ORCA input file:
```
! wB97M-V def2-TZVPD RIJCOSX def2/J DEFGRID3
* xyz 0 2
Ru 0.09 0.72 0.26
C 3.91 -1.83 3.02
S 2.17 -2.29 3.21
C 1.34 -0.91 2.55
S 2.19 0.41 1.80
N 0.05 -0.93 2.71
N -0.58 0.05 2.06
C -1.58 0.70 2.56
C -1.92 1.92 1.90
C -2.99 2.73 2.26
C -3.16 3.96 1.66
C -2.22 4.37 0.72
C -1.19 3.52 0.38
N -1.04 2.31 0.93
H 4.48 -2.63 3.49
H 4.10 -0.89 3.53
H 4.17 -1.74 1.97
H -2.04 0.38 3.49
H -3.69 2.37 3.01
H -3.98 4.60 1.93
H -2.30 5.34 0.24
H -0.45 3.82 -0.35
S -2.26 0.11 -0.89
C -2.21 1.38 -2.02
C -3.48 1.78 -2.56
N -4.52 2.08 -2.94
C -1.06 2.04 -2.45
S 0.50 1.72 -1.85
C -1.15 3.01 -3.48
N -1.18 3.82 -4.30
F 1.11 -5.62 -2.50
C 1.95 -4.59 -2.66
F 2.04 -4.34 -3.98
F 3.17 -4.99 -2.26
C 1.52 -3.37 -1.90
C 2.32 -2.24 -1.91
C 1.94 -1.15 -1.16
N 0.83 -1.14 -0.41
C 0.06 -2.23 -0.41
C 0.37 -3.37 -1.13
H 3.23 -2.21 -2.50
H 2.55 -0.26 -1.12
H -0.81 -2.20 0.23
H -0.28 -4.23 -1.10
*
```

The value obtained for the electronic energy is -81876.9915 eV. For the largest force on an atom, the calculation gives 1.76 eV/A. The energy relative to the best compared isomer or geometry (same formula, charge and spin) comes out at 0.0 kcal per mole. The orbital gap (spin up / spin down) comes out at 6.900 / 5.820 eV.

The following is a quantum chemistry calculation of C27H34N8O2RuSe as an isolated structure, from the OMol25 dataset.

ORCA input file:
```
! wB97M-V def2-TZVPD RIJCOSX def2/J DEFGRID3
* xyz 1 6
Ru 0.10 0.12 -0.07
N -2.23 -2.10 -3.95
C -2.11 -1.74 -2.54
C -3.20 -0.79 -2.04
C -3.10 -0.44 -0.56
N -2.03 0.59 -0.31
C -2.93 -1.70 0.30
C -1.91 -2.72 -0.22
N -0.53 -2.22 0.00
C -2.12 -3.01 -1.70
H -2.47 -1.28 -4.51
H -2.99 -2.76 -4.09
H 0.15 -1.93 -5.04
H -1.14 -1.26 -2.41
H -4.17 -1.27 -2.21
H -3.20 0.13 -2.64
H -4.04 0.02 -0.27
H -2.34 1.19 0.45
H -1.97 1.20 -1.13
H -3.90 -2.20 0.34
H -2.68 -1.43 1.33
H -2.04 -3.64 0.34
H 0.12 -2.65 -0.65
H -0.20 -2.46 0.93
H -3.09 -3.51 -1.82
H -1.37 -3.71 -2.06
O 1.92 -0.57 0.01
C 2.86 -0.29 0.91
C 4.19 -0.46 0.51
C 5.23 -0.16 1.36
C 4.98 0.31 2.65
C 3.67 0.46 3.06
C 2.60 0.15 2.22
C 1.24 0.26 2.71
N 0.11 0.24 2.00
C -0.94 0.39 2.89
C -0.45 0.49 4.14
N 0.92 0.41 4.02
H 4.37 -0.82 -0.49
H 6.25 -0.29 1.03
H 5.79 0.57 3.31
H 3.48 0.85 4.06
H -1.97 0.41 2.57
H -0.94 0.61 5.10
H 1.58 0.41 4.77
C 3.84 7.52 -1.51
C 2.88 6.44 -1.10
C 1.59 6.75 -0.69
C 0.69 5.77 -0.32
C -0.70 6.16 0.10
C 1.12 4.41 -0.35
Se -0.07 3.10 0.21
C 2.43 4.08 -0.78
C 2.94 2.67 -0.82
C 3.28 5.10 -1.14
H 3.40 8.51 -1.40
H 4.14 7.39 -2.55
H 4.75 7.48 -0.90
H 1.27 7.78 -0.67
H -0.82 7.24 0.02
H -0.90 5.86 1.13
H -1.45 5.68 -0.53
H 2.21 1.97 -1.24
H 3.18 2.32 0.19
H 3.85 2.61 -1.41
H 4.28 4.86 -1.47
O 0.40 0.41 -2.00
N -0.47 1.26 -2.62
C -0.53 0.96 -3.95
C 0.09 -0.10 -4.52
N 0.65 -1.04 -5.01
C -1.41 1.76 -4.75
N -2.13 2.37 -5.40
*
```

The value obtained for the electronic energy is -112486.8897 eV. For the largest force on an atom, the calculation gives 0.23 eV/A. The energy relative to the best compared isomer or geometry (same formula, charge and spin) comes out at 13.2 kcal per mole. The orbital gap (spin up / spin down) comes out at 7.773 / 6.392 eV.

The following is a quantum chemistry calculation of a 2-piece molecular cluster, C35H39N4O3 overall at a distorted geometry, from the OMol25 dataset.

ORCA input file:
```
! wB97M-V def2-TZVPD RIJCOSX def2/J DEFGRID3
* xyz 1 1
C 1.19 -3.78 -2.09
N 1.53 -2.81 -1.08
C 2.40 -3.12 -0.07
O 2.85 -4.23 0.16
C 2.65 -1.83 0.72
C 4.13 -1.41 0.70
C 5.04 -2.46 1.30
C 6.08 -3.03 0.56
C 6.84 -4.07 1.10
C 6.60 -4.51 2.40
C 5.58 -3.92 3.16
C 4.82 -2.87 2.62
N 1.73 -0.89 0.07
C 1.49 0.34 0.55
C 0.79 1.31 -0.17
C 0.03 2.35 0.41
C 0.11 3.71 -0.12
C -0.08 4.85 0.72
C -0.32 6.10 0.18
C -0.47 6.22 -1.22
N -1.17 7.33 -1.77
O -1.43 7.33 -3.00
O -1.53 8.26 -1.02
C -0.13 5.15 -2.08
C 0.25 3.94 -1.52
C 1.15 -1.41 -1.20
C 1.83 -0.78 -2.43
C -0.37 -1.27 -1.29
H 1.61 -4.74 -1.82
H 0.10 -3.86 -2.18
H 1.58 -3.47 -3.07
H 2.34 -2.00 1.77
H 4.42 -1.20 -0.34
H 4.20 -0.47 1.26
H 6.26 -2.66 -0.46
H 7.61 -4.54 0.49
H 7.19 -5.32 2.83
H 5.37 -4.26 4.18
H 4.03 -2.39 3.21
H 1.83 0.53 1.57
H 0.76 1.22 -1.26
H -0.19 2.24 1.49
H -0.04 4.73 1.81
H -0.47 6.99 0.79
H -0.22 5.29 -3.16
H 0.58 3.14 -2.19
H 2.80 -1.26 -2.60
H 1.20 -0.93 -3.30
H 2.00 0.30 -2.30
H -0.85 -1.93 -0.56
H -0.70 -0.25 -1.08
H -0.71 -1.54 -2.29
C -4.24 -1.21 3.45
C -3.84 0.17 4.00
C -3.16 0.92 2.85
N -3.36 0.10 1.67
C -2.96 0.50 0.45
C -2.15 1.64 0.19
C -2.23 1.97 -1.29
C -2.99 0.79 -1.86
C -3.42 -0.06 -0.84
C -4.17 -1.20 -1.17
C -4.47 -1.45 -2.51
C -4.00 -0.61 -3.53
C -3.24 0.53 -3.20
C -4.12 -1.11 1.92
H -3.55 -1.98 3.82
H -5.25 -1.50 3.73
H -4.73 0.73 4.31
H -3.17 0.08 4.85
H -3.59 1.93 2.71
H -2.09 1.06 3.05
H -2.11 2.42 0.97
H -2.75 2.93 -1.45
H -1.27 2.07 -1.80
H -4.52 -1.86 -0.38
H -5.08 -2.32 -2.76
H -4.24 -0.81 -4.57
H -2.86 1.22 -3.96
H -3.62 -2.00 1.50
H -5.13 -1.05 1.46
*
```

The value obtained for the electronic energy is -49020.3565 eV. For the largest force on an atom, the calculation gives 4.13 eV/A. The energy relative to the best compared isomer or geometry (same formula, charge and spin) comes out at 130.7 kcal per mole. The orbital gap comes out at 5.644 eV.

The following is a quantum chemistry calculation of C31H45IrNO2P2S4 as an isolated structure at a distorted geometry, from the OMol25 dataset.

ORCA input file:
```
! wB97M-V def2-TZVPD RIJCOSX def2/J DEFGRID3
* xyz 2 2
Ir -0.30 -0.17 -0.68
C 3.85 -1.82 -2.61
C 2.65 -1.01 -2.17
S 1.58 -1.76 -1.13
C 2.46 0.29 -2.61
C 3.39 0.96 -3.57
S 1.11 1.19 -2.15
H 3.78 -2.84 -2.24
H 4.77 -1.37 -2.22
H 3.92 -1.84 -3.70
H 4.40 0.57 -3.49
H 3.42 2.04 -3.39
H 3.05 0.81 -4.60
C 0.19 -1.49 -4.07
P -0.98 -0.92 -2.81
C -2.24 -2.22 -2.93
C -1.84 0.48 -3.60
C -2.80 1.08 -2.58
P -1.83 1.57 -1.13
C -1.16 3.17 -1.64
C -3.06 2.09 0.11
H -0.37 -1.61 -5.00
H 0.60 -2.45 -3.77
H 1.00 -0.79 -4.22
H -2.43 -2.41 -3.98
H -3.16 -1.92 -2.44
H -1.88 -3.14 -2.46
H -2.36 0.13 -4.49
H -1.09 1.21 -3.91
H -3.55 0.34 -2.28
H -3.33 1.94 -2.98
H -1.96 3.91 -1.63
H -0.74 3.11 -2.64
H -0.37 3.48 -0.96
H -3.85 2.66 -0.37
H -2.55 2.73 0.83
H -3.49 1.24 0.64
O 0.34 -0.94 1.57
S 0.02 -1.74 2.81
C 0.68 -0.77 4.23
C 0.76 0.72 3.91
C 2.10 1.08 3.26
C 2.14 2.53 2.77
S 1.60 2.77 1.04
O 0.57 1.70 0.72
C 3.16 2.34 0.29
C 3.70 1.06 0.30
C 4.98 0.86 -0.20
C 5.70 1.92 -0.73
C 5.14 3.19 -0.77
C 3.87 3.41 -0.25
C -1.69 -1.42 3.20
C -2.34 -2.32 4.04
C -3.63 -2.04 4.47
C -4.26 -0.87 4.06
C -3.61 0.01 3.20
C -2.33 -0.27 2.75
H 1.65 -1.20 4.47
H 0.00 -0.99 5.05
H 0.64 1.28 4.83
H -0.05 1.00 3.24
H 2.29 0.40 2.44
H 2.90 0.95 4.00
H 3.15 2.94 2.78
H 1.50 3.17 3.37
H 3.13 0.22 0.69
H 5.41 -0.13 -0.17
H 6.70 1.76 -1.11
H 5.69 4.02 -1.20
H 3.43 4.40 -0.26
H -1.83 -3.22 4.37
H -4.14 -2.73 5.12
H -5.25 -0.64 4.43
H -4.10 0.92 2.89
H -1.81 0.40 2.07
C -3.57 -3.62 0.91
C -2.21 -3.89 0.82
C -1.37 -2.93 0.30
N -1.80 -1.73 -0.11
C -3.11 -1.47 -0.01
C -4.03 -2.39 0.47
H -4.26 -4.36 1.30
H -1.81 -4.84 1.15
H -0.31 -3.12 0.20
H -3.44 -0.50 -0.35
H -5.08 -2.14 0.50
*
```

The value obtained for the electronic energy is -103208.4154 eV. For the largest force on an atom, the calculation gives 6.13 eV/A. The energy relative to the best compared isomer or geometry (same formula, charge and spin) comes out at 31.6 kcal per mole. The orbital gap (spin up / spin down) comes out at 7.532 / 6.769 eV.

The following is a quantum chemistry calculation of a 2-piece molecular cluster, C6H16N5 overall at a distorted geometry, from the OMol25 dataset.

ORCA input file:
```
! wB97M-V def2-TZVPD RIJCOSX def2/J DEFGRID3
* xyz 1 1
C -0.25 2.74 2.34
C -0.89 -1.56 -0.16
C 0.93 -0.39 -1.10
C -1.73 -1.04 -1.34
C 0.08 0.15 -2.26
C 1.58 -0.10 1.87
N 0.36 3.69 2.05
N 0.23 -0.70 0.03
N -0.66 1.67 2.69
N 0.41 0.17 1.13
N -0.90 -0.85 -2.53
H -1.43 -1.68 0.87
H -0.41 -2.57 -0.34
H 1.33 -1.33 -1.55
H 1.72 0.20 -0.74
H -2.34 -1.88 -1.63
H -2.27 -0.20 -1.07
H -0.54 1.14 -2.02
H 0.81 0.35 -3.20
H 1.53 -0.05 3.03
H 1.90 -1.18 1.71
H 2.42 0.48 1.48
H 1.27 4.14 1.71
H -1.28 1.34 3.43
H -0.16 -0.28 1.63
H -0.31 -1.67 -2.62
H -1.40 -0.62 -3.40
*
```

The value obtained for the electronic energy is -13919.8563 eV. For the largest force on an atom, the calculation gives 9.51 eV/A. The energy relative to the best compared isomer or geometry (same formula, charge and spin) comes out at 148.6 kcal per mole. The orbital gap comes out at 7.844 eV.

Which of these has the lowest electronic energy?
C27H34N8O2RuSe